# 1
ORCA calculation (wB97M-V/def2-TZVPD) on a cluster of 9 separate species, C33H88N7O12S in total in a non-equilibrium geometry.

Structure (XYZ):
```
141
C33H88N7O12S (wB97M-V/def2-TZVPD)
O -0.18 2.35 1.59
H 0.72 2.51 1.30
H -0.47 1.46 1.40
H -0.21 2.52 2.54
S 0.13 -0.86 0.72
O -0.80 0.12 1.27
O 1.40 -0.20 0.78
O 0.06 -1.97 1.66
O -0.33 -1.28 -0.63
C -2.26 -4.22 -4.16
C -1.03 -3.37 -3.80
C -0.54 -2.57 -5.05
O -0.23 -3.47 -6.18
C 0.28 -2.93 -7.36
N -1.64 -2.52 -2.78
H -2.54 -4.92 -3.37
H -2.01 -4.83 -5.03
H -3.12 -3.66 -4.53
H -0.28 -3.96 -3.28
H 0.30 -1.89 -4.89
H -1.35 -1.94 -5.40
H 1.37 -2.85 -7.35
H 0.03 -1.88 -7.50
H -0.16 -3.56 -8.14
H -1.92 -1.70 -3.30
H -1.04 -2.06 -2.10
C -2.26 -3.99 5.89
C -1.13 -3.35 5.03
C 0.28 -4.14 4.89
O 1.00 -4.33 6.05
C 1.61 -5.58 6.10
N -1.71 -2.99 3.73
H -3.27 -3.60 5.81
H -2.05 -4.16 6.94
H -2.35 -5.00 5.48
H -0.96 -2.39 5.51
H 0.87 -3.49 4.24
H 0.05 -4.99 4.24
H 2.24 -5.85 6.95
H 2.27 -5.69 5.24
H 0.87 -6.38 5.99
H -0.99 -2.82 3.05
H -2.05 -2.06 3.94
C 2.91 -4.03 1.29
C 3.78 -3.02 0.50
C 3.24 -2.80 -0.92
O 3.26 -4.05 -1.55
C 2.92 -3.94 -2.90
N 3.72 -1.67 1.17
H 1.83 -4.05 1.16
H 3.05 -3.99 2.37
H 3.16 -5.02 0.90
H 4.75 -3.49 0.33
H 3.97 -2.14 -1.39
H 2.30 -2.25 -0.98
H 3.17 -4.80 -3.52
H 3.47 -3.11 -3.35
H 1.85 -3.74 -2.94
H 4.19 -1.07 0.51
H 2.75 -1.36 1.18
C -3.60 1.39 -0.68
C -4.27 0.24 0.06
C -5.66 -0.22 -0.61
O -6.74 0.73 -0.55
C -7.29 1.02 0.73
N -3.28 -0.82 -0.02
H -3.28 1.07 -1.67
H -2.72 1.70 -0.12
H -4.28 2.24 -0.69
H -4.44 0.55 1.09
H -5.99 -1.15 -0.15
H -5.51 -0.47 -1.66
H -8.11 1.73 0.69
H -6.53 1.59 1.27
H -7.66 0.14 1.25
H -2.88 -0.93 -0.94
H -2.41 -0.55 0.41
C 4.43 1.88 1.68
C 3.26 2.83 1.56
C 3.63 4.32 1.43
O 2.57 5.24 1.51
C 3.00 6.61 1.15
N 2.38 2.27 0.52
H 5.10 2.21 2.48
H 4.98 1.93 0.74
H 4.20 0.84 1.88
H 2.56 2.60 2.37
H 4.15 4.36 0.47
H 4.39 4.54 2.18
H 3.44 7.12 2.00
H 2.19 7.21 0.74
H 3.82 6.66 0.43
H 2.79 2.31 -0.40
H 2.13 1.29 0.62
C -4.05 0.44 5.47
C -3.45 0.62 4.09
C -3.23 2.06 3.61
O -4.43 2.81 3.69
C -4.38 4.00 2.93
N -2.23 -0.09 3.98
H -3.93 -0.58 5.82
H -5.12 0.65 5.55
H -3.50 1.14 6.09
H -4.17 0.14 3.42
H -2.83 1.95 2.60
H -2.45 2.48 4.25
H -3.63 4.63 3.41
H -5.28 4.60 2.87
H -4.15 3.83 1.88
H -1.53 0.48 4.44
H -2.02 -0.07 2.99
C 2.69 1.25 -4.75
C 2.77 1.45 -3.30
C 3.66 2.68 -3.04
C 3.00 4.00 -3.29
C 1.65 4.21 -2.69
C 0.70 2.97 -2.87
N 1.44 1.71 -2.66
O 0.70 0.54 -2.53
C -0.35 3.12 -1.67
C -0.03 3.00 -4.25
C 3.56 0.30 -2.62
H 2.07 0.44 -5.14
H 3.65 1.10 -5.25
H 2.26 2.10 -5.29
H 3.86 2.70 -1.97
H 4.57 2.66 -3.63
H 3.00 4.05 -4.38
H 3.71 4.79 -3.06
H 1.12 4.93 -3.31
H 1.68 4.61 -1.67
H -0.92 2.20 -1.50
H 0.12 3.41 -0.73
H -1.12 3.81 -2.00
H -0.45 2.04 -4.55
H -0.87 3.70 -4.22
H 0.63 3.30 -5.06
H 4.62 0.28 -2.85
H 3.16 -0.68 -2.89
H 3.53 0.36 -1.53
H 0.68 0.40 -1.58
```

Frontier orbital gap (alpha / beta)   6.708 / 2.785 eV
Maximum force   5.26 eV/Å
Multiplicity   2
Total charge   0

# 2
ORCA calculation (wB97M-V/def2-TZVPD) on a structure of composition C33H89Br15N16O12P4 in a non-equilibrium geometry.

Structure (XYZ):
```
169
C33H89Br15N16O12P4 (wB97M-V/def2-TZVPD)
C 1.69 -2.03 4.93
N 0.68 -1.53 5.92
O 0.87 -0.53 6.60
O -0.29 -2.19 6.00
H 1.29 -2.28 3.95
H 2.19 -2.87 5.41
H 2.43 -1.26 4.69
C 5.72 -2.54 -3.97
N 6.49 -3.07 -5.11
O 7.72 -3.15 -5.02
O 5.78 -3.48 -6.08
H 6.15 -2.96 -3.06
H 4.72 -2.90 -4.17
H 5.80 -1.45 -3.93
C -0.15 5.13 -0.29
N 0.49 4.47 0.86
O 1.46 4.96 1.47
O -0.24 3.58 1.37
H 0.64 5.66 -0.82
H -1.02 5.74 -0.04
H -0.57 4.41 -0.99
C -3.29 0.52 -7.18
N -2.48 0.17 -5.94
O -1.26 0.29 -6.02
O -3.05 -0.17 -4.89
H -3.16 -0.30 -7.88
H -3.08 1.53 -7.55
H -4.32 0.58 -6.83
O -5.71 -1.67 2.29
P -4.51 -1.23 3.04
N -3.83 0.23 2.50
C -3.25 0.32 1.12
C -4.54 1.49 2.93
N -3.24 -2.43 2.75
C -1.85 -2.34 3.18
C -3.66 -3.85 2.53
N -4.65 -1.13 4.76
C -3.51 -0.79 5.56
C -5.65 -2.12 5.29
H -4.03 0.50 0.39
H -2.68 -0.57 0.84
H -2.55 1.16 1.10
H -5.29 1.66 2.15
H -3.94 2.37 3.12
H -5.11 1.17 3.80
H -1.18 -2.81 2.46
H -1.59 -1.29 3.23
H -1.63 -2.92 4.08
H -4.39 -4.09 3.31
H -4.11 -3.91 1.54
H -2.81 -4.50 2.72
H -3.73 -0.39 6.55
H -2.90 -1.67 5.75
H -2.91 -0.08 5.00
H -6.09 -1.82 6.25
H -5.09 -3.03 5.49
H -6.44 -2.36 4.58
O -5.98 5.44 -2.40
P -5.25 4.30 -2.97
N -6.08 2.81 -2.91
C -6.94 2.35 -1.74
C -5.74 1.67 -3.80
N -3.94 3.84 -2.09
C -4.06 3.71 -0.63
C -3.02 2.81 -2.52
N -4.86 4.60 -4.61
C -5.93 4.81 -5.55
C -3.49 4.54 -5.19
H -7.77 1.81 -2.19
H -7.36 3.19 -1.18
H -6.41 1.72 -1.02
H -6.74 1.30 -4.03
H -5.15 0.85 -3.40
H -5.19 2.07 -4.65
H -4.62 4.59 -0.29
H -4.66 2.83 -0.39
H -3.14 3.79 -0.05
H -2.92 2.89 -3.60
H -2.03 2.98 -2.10
H -3.44 1.85 -2.22
H -6.88 5.08 -5.09
H -5.73 5.66 -6.20
H -6.05 3.91 -6.16
H -2.90 4.98 -4.39
H -3.54 5.30 -5.97
H -3.18 3.57 -5.58
O 3.60 -0.46 -1.64
P 2.12 -0.63 -1.30
N 1.62 -2.28 -1.12
C 1.01 -2.91 0.10
C 1.81 -3.26 -2.27
N 1.00 -0.11 -2.54
C 1.49 0.76 -3.58
C -0.44 -0.52 -2.62
N 1.53 0.30 0.10
C 2.30 1.46 0.57
C 0.15 0.25 0.67
H 1.08 -2.24 0.96
H 1.74 -3.68 0.38
H 0.08 -3.47 0.01
H 1.41 -4.24 -2.04
H 2.89 -3.35 -2.42
H 1.35 -2.75 -3.11
H 2.05 1.64 -3.25
H 2.18 0.09 -4.09
H 0.75 1.09 -4.32
H -1.05 0.38 -2.51
H -0.63 -0.89 -3.62
H -0.68 -1.18 -1.79
H 1.98 2.36 0.04
H 2.11 1.44 1.64
H 3.30 1.14 0.30
H -0.49 -0.26 -0.05
H -0.18 1.28 0.82
H 0.20 -0.38 1.56
O 6.84 -1.74 5.21
P 6.85 -0.55 4.41
N 5.74 0.68 4.78
C 4.47 0.30 5.34
C 5.58 1.93 4.04
N 6.48 -0.82 2.75
C 5.10 -0.96 2.24
C 7.45 -1.56 1.91
N 8.33 0.38 4.35
C 9.23 0.37 5.52
C 8.96 0.88 3.06
H 3.60 0.52 4.72
H 4.30 0.88 6.24
H 4.35 -0.77 5.50
H 4.71 1.94 3.39
H 6.46 2.30 3.52
H 5.45 2.62 4.88
H 5.15 -0.94 1.15
H 4.73 -1.94 2.54
H 4.55 -0.06 2.52
H 7.52 -1.15 0.91
H 8.38 -1.62 2.47
H 7.20 -2.60 1.71
H 8.69 0.52 6.45
H 9.67 -0.62 5.50
H 9.92 1.22 5.43
H 9.76 1.61 3.14
H 8.13 1.17 2.42
H 9.44 -0.02 2.67
C -0.09 -4.90 -6.27
Br 0.02 -2.98 -5.70
Br 1.58 -5.64 -5.46
Br -0.31 -4.91 -8.25
H -0.95 -5.42 -5.85
C 1.11 3.43 -7.32
Br 1.54 1.49 -7.18
Br 2.90 4.32 -7.57
Br 0.43 3.77 -5.42
H 0.35 3.59 -8.09
C -0.53 2.34 5.22
Br 1.20 3.18 4.92
Br -0.85 1.13 3.68
Br -2.07 3.60 5.25
H -0.43 1.87 6.20
C -1.73 -4.12 -2.54
Br -1.54 -6.16 -2.74
Br -2.56 -3.57 -0.83
Br -3.01 -3.46 -3.98
H -0.71 -3.74 -2.63
C -0.78 -6.55 2.85
Br 0.18 -5.23 3.80
Br 0.01 -8.33 3.29
Br -0.59 -6.08 0.97
H -1.82 -6.65 3.18
```

Frontier orbital gap   7.242 eV
Maximum force   5.75 eV/Å
Total charge   0

# 3
ORCA calculation (wB97M-V/def2-TZVPD) on a cluster of 14 separate species, C33H99N11O19 in total in a non-equilibrium geometry.

Structure (XYZ):
```
162
C33H99N11O19 (wB97M-V/def2-TZVPD)
C 2.46 -0.87 -7.52
O 2.73 -0.29 -6.47
N 1.83 -1.99 -7.63
N 2.66 -0.42 -8.67
H 1.82 -2.59 -8.44
H 1.64 -2.51 -6.79
H 3.05 0.50 -8.83
H 2.18 -0.95 -9.39
C -3.43 0.76 -1.75
O -3.76 1.82 -2.31
N -2.55 0.77 -0.76
N -3.82 -0.40 -2.01
H -2.46 1.59 -0.17
H -2.01 -0.06 -0.57
H -3.57 -1.11 -1.34
H -4.41 -0.56 -2.82
C 0.02 4.62 -4.52
O 0.75 4.22 -5.42
N -1.00 5.34 -4.66
N 0.15 4.39 -3.22
H -1.65 5.06 -3.94
H -1.24 5.47 -5.63
H 0.86 3.78 -2.85
H -0.45 4.85 -2.55
C -0.14 -0.77 -11.39
O -1.05 -1.60 -10.68
C -2.00 -2.13 -11.58
C -3.02 -2.92 -10.78
N -2.99 -2.33 -9.51
C -3.93 -1.19 -9.26
C -3.09 0.02 -8.79
O -2.42 -0.29 -7.61
C -1.00 -0.53 -7.59
H -0.68 0.15 -11.63
H 0.53 -1.10 -12.19
H 0.55 -0.59 -10.57
H -1.48 -2.83 -12.23
H -2.54 -1.42 -12.21
H -2.67 -3.95 -10.77
H -4.02 -3.01 -11.19
H -2.03 -2.01 -9.49
H -4.65 -1.38 -8.46
H -4.55 -0.81 -10.07
H -3.87 0.74 -8.55
H -2.38 0.37 -9.54
H -0.90 -1.59 -7.83
H -0.44 -0.45 -6.66
H -0.52 0.03 -8.39
C 2.13 7.92 -3.22
O 3.44 7.56 -2.83
C 3.68 6.22 -2.45
C 3.02 6.00 -1.00
N 3.42 4.64 -0.68
C 2.65 4.25 0.53
C 3.06 2.94 1.31
O 4.47 2.93 1.38
C 4.96 1.80 2.14
H 1.88 7.33 -4.10
H 2.10 8.99 -3.45
H 1.42 7.78 -2.41
H 4.76 6.15 -2.42
H 3.30 5.47 -3.15
H 1.93 6.09 -1.04
H 3.41 6.75 -0.32
H 4.41 4.62 -0.49
H 1.66 3.92 0.24
H 2.57 5.10 1.21
H 2.60 2.07 0.85
H 2.44 3.06 2.20
H 5.22 0.94 1.52
H 4.37 1.33 2.93
H 5.93 2.05 2.56
C 0.24 1.02 -4.26
O -0.34 0.51 -3.10
C 0.45 -0.37 -2.29
C 0.36 -0.05 -0.77
N -0.30 -1.04 0.14
C 0.00 -0.60 1.54
C 1.47 -0.80 2.01
O 1.62 -0.29 3.32
C 1.05 -0.95 4.36
H 1.00 1.73 -3.94
H -0.53 1.38 -4.95
H 0.86 0.37 -4.87
H 1.49 -0.40 -2.60
H 0.04 -1.38 -2.37
H -0.07 0.94 -0.61
H 1.35 0.35 -0.54
H 0.04 -1.97 -0.07
H -0.76 -1.08 2.15
H -0.12 0.47 1.74
H 2.12 -0.20 1.38
H 1.76 -1.85 1.98
H 1.05 -2.04 4.31
H -0.02 -0.82 4.17
H 1.26 -0.56 5.36
C -5.04 -2.70 10.99
O -4.56 -1.29 11.06
C -3.64 -0.91 9.98
C -2.88 0.42 10.48
N -1.74 0.75 9.66
C -1.90 0.80 8.19
C -0.57 0.35 7.43
O 0.32 1.45 7.07
C 0.74 2.27 8.12
H -6.12 -2.71 11.09
H -4.66 -3.35 11.77
H -4.93 -3.04 9.96
H -4.07 -0.70 9.00
H -2.95 -1.71 9.73
H -2.60 0.43 11.54
H -3.53 1.29 10.45
H -1.10 -0.03 9.66
H -2.34 1.77 7.98
H -2.84 0.29 8.01
H -0.93 -0.08 6.49
H 0.02 -0.41 7.93
H 1.53 2.02 8.83
H -0.10 2.77 8.61
H 1.27 3.17 7.82
C -0.65 -4.93 9.99
O -1.24 -5.12 8.68
C -0.77 -6.23 7.88
C -1.14 -6.08 6.46
N -0.33 -5.00 5.95
C -0.28 -5.07 4.50
C -1.27 -4.46 3.62
O -1.45 -3.09 3.83
C -2.51 -2.44 3.25
H -0.96 -5.69 10.71
H -0.46 -3.88 10.22
H 0.38 -5.17 9.77
H -1.16 -7.15 8.33
H 0.30 -6.28 8.09
H -2.23 -6.02 6.46
H -0.84 -7.00 5.96
H -0.86 -4.16 6.14
H -0.22 -6.10 4.16
H 0.72 -4.66 4.34
H -2.22 -5.00 3.66
H -0.89 -4.57 2.61
H -2.58 -2.49 2.16
H -2.46 -1.39 3.52
H -3.48 -2.79 3.61
O 1.33 -3.52 -0.27
H 0.89 -4.17 -0.81
H 2.24 -3.54 -0.56
O 4.64 -1.19 4.74
H 4.12 -1.48 5.49
H 4.00 -1.03 4.05
O 3.04 3.44 -6.25
H 2.10 3.34 -6.09
H 3.43 3.50 -5.38
O 2.56 2.57 -2.21
H 2.86 3.29 -1.65
H 3.20 2.54 -2.91
O 1.77 2.30 4.56
H 1.27 2.14 5.36
H 1.41 1.67 3.93
O 2.50 -2.36 -4.60
H 2.67 -1.70 -5.27
H 1.83 -1.97 -4.04
```

Frontier orbital gap   8.382 eV
Maximum force   7.36 eV/Å
Total charge   0